[1]
{
  "formula": "C2H6N3",
  "method": "the ωB97M-V functional and the def2-TZVPD basis",
  "homo_energy_ev": -13.97,
  "orbital_gap_ev": 9.0009,
  "e_lumo_ev": -4.974,
  "charge": 1,
  "symbols": ["C", "C", "N", "N", "N", "H", "H", "H", "H", "H", "H"],
  "coordinates": [[-1.179, -0.378, -1.766], [-0.148, 0.529, 0.078], [-1.107, -0.268, -0.519], [0.908, -0.028, 0.677], [1.495, 0.589, 1.753], [-1.971, -0.953, -2.192], [-0.405, -0.084, -2.521], [-1.989, -0.438, 0.062], [1.044, -1.027, 0.640], [0.892, 1.407, 1.928], [2.461, 0.651, 1.860]],
  "mulliken_charge": [-0.0798, -0.3143, -0.0091, 0.1128, -0.4496, 0.2776, 0.2736, 0.3232, 0.2951, 0.3355, 0.2350]
}

[2]
{
  "formula": "C50H43F5Ge2N5O6Ti",
  "method": "the ωB97M-V functional and the def2-TZVPD basis",
  "homo_energy_ev": [-6.09, -8.52],
  "orbital_gap_ev": [6.1410, 6.8692],
  "e_lumo_ev": [0.048, -1.653],
  "multiplicity": 4,
  "charge": 0,
  "symbols": ["Ti", "C", "O", "C", "N", "C", "C", "C", "C", "C", "C", "C", "C", "C", "C", "C", "C", "N", "C", "N", "C", "C", "O", "C", "C", "C", "C", "C", "C", "H", "H", "H", "H", "H", "H", "H", "H", "H", "H", "H", "H", "H", "H", "H", "H", "H", "H", "H", "C", "C", "N", "C", "C", "N", "C", "O", "O", "C", "O", "O", "H", "H", "H", "H", "H", "F", "C", "C", "C", "F", "C", "F", "C", "F", "C", "F", "C", "Ge", "C", "C", "Ge", "C", "C", "C", "C", "C", "C", "C", "C", "C", "C", "C", "C", "H", "H", "H", "H", "H", "H", "H", "H", "H", "H", "H", "H", "H", "H", "H", "H", "H", "H", "H"],
  "coordinates": [[-0.020, -0.319, 0.062], [1.271, -1.954, 4.141], [-0.026, -2.479, 3.740], [-0.219, -2.039, 2.485], [0.636, -1.197, 2.018], [1.645, -0.934, 3.046], [3.035, -1.138, 2.485], [3.333, -2.318, 1.804], [4.596, -2.526, 1.277], [5.575, -1.546, 1.414], [5.284, -0.372, 2.088], [4.020, -0.174, 2.632], [-1.299, -2.521, 1.682], [-2.233, -3.433, 2.153], [-3.230, -3.891, 1.320], [-3.197, -3.460, -0.026], [-2.244, -2.574, -0.437], [-1.308, -2.000, 0.393], [-2.091, -2.225, -1.846], [-1.057, -1.663, -2.320], [-1.357, -1.378, -3.738], [-2.600, -2.236, -4.007], [-3.103, -2.528, -2.686], [-0.169, -1.573, -4.651], [-0.251, -2.259, -5.857], [0.850, -2.344, -6.704], [2.040, -1.723, -6.362], [2.121, -1.016, -5.169], [1.032, -0.948, -4.316], [1.958, -2.799, 4.157], [1.181, -1.522, 5.134], [1.533, 0.092, 3.394], [2.562, -3.072, 1.678], [4.821, -3.448, 0.754], [6.557, -1.691, 0.981], [6.033, 0.404, 2.172], [3.780, 0.758, 3.130], [-2.152, -3.764, 3.180], [-3.978, -4.592, 1.660], [-3.897, -3.843, -0.754], [-1.631, -0.318, -3.802], [-2.371, -3.184, -4.496], [-3.383, -1.717, -4.554], [-1.177, -2.729, -6.162], [0.767, -2.884, -7.638], [2.891, -1.769, -7.030], [3.031, -0.482, -4.916], [1.095, -0.378, -3.397], [1.561, -3.398, -1.813], [2.252, -2.112, -1.544], [1.804, -1.101, -0.833], [2.809, -0.162, -0.760], [3.879, -0.593, -1.487], [3.499, -1.834, -1.974], [5.222, -0.035, -1.768], [5.790, -0.521, -2.915], [5.823, 0.708, -1.063], [2.528, 1.080, 0.040], [3.371, 1.899, 0.307], [1.278, 1.114, 0.423], [0.604, -3.402, -1.302], [2.167, -4.232, -1.452], [1.381, -3.525, -2.881], [4.082, -2.488, -2.470], [5.108, -0.815, -3.532], [1.259, 1.730, -2.393], [-0.100, 1.794, -2.422], [-0.853, 1.015, -1.568], [-2.208, 1.190, -1.730], [-3.063, 0.460, -0.960], [-2.804, 2.075, -2.608], [-4.136, 2.212, -2.668], [-1.993, 2.846, -3.421], [-2.527, 3.725, -4.273], [-0.621, 2.694, -3.335], [0.174, 3.435, -4.115], [-3.986, 2.518, 3.772], [-3.554, 1.028, 2.562], [-4.991, 0.810, 1.259], [-3.542, -0.625, 3.620], [-1.350, 1.653, 1.663], [-1.474, 3.320, 0.647], [-0.367, 3.930, 0.052], [-0.506, 5.112, -0.659], [-1.754, 5.706, -0.798], [-2.865, 5.106, -0.225], [-2.723, 3.921, 0.487], [-0.160, 1.928, 3.194], [-0.485, 1.384, 4.438], [0.361, 1.526, 5.532], [1.557, 2.215, 5.394], [1.897, 2.762, 4.162], [1.050, 2.617, 3.073], [-4.967, 2.319, 4.211], [-4.026, 3.473, 3.249], [-3.254, 2.600, 4.576], [-5.924, 0.716, 1.820], [-4.840, -0.096, 0.675], [-5.081, 1.647, 0.568], [-4.283, -0.529, 4.416], [-2.582, -0.869, 4.073], [-3.835, -1.458, 2.981], [0.609, 3.463, 0.112], [0.365, 5.564, -1.120], [-1.860, 6.625, -1.361], [-3.846, 5.551, -0.338], [-3.613, 3.465, 0.906], [-1.408, 0.830, 4.572], [0.083, 1.099, 6.488], [2.222, 2.326, 6.242], [2.831, 3.297, 4.044], [1.359, 3.017, 2.118]],
  "lowdin_spin": [1.2485, 0.0009, 0.0311, 0.0861, 0.0746, 0.0058, 0.0019, 0.0008, 0.0002, 0.0004, 0.0003, 0.0004, 0.1593, -0.0061, 0.1591, 0.0170, 0.0939, 0.2044, 0.0179, 0.0273, 0.0020, 0.0006, 0.0065, 0.0004, 0.0000, 0.0001, -0.0001, 0.0001, 0.0000, 0.0004, 0.0003, 0.0018, 0.0001, 0.0000, 0.0000, 0.0000, 0.0000, -0.0034, 0.0106, -0.0021, 0.0010, 0.0002, 0.0001, 0.0000, 0.0000, 0.0000, 0.0000, 0.0002, 0.0030, 0.0131, 0.0125, 0.0085, -0.0007, 0.0051, -0.0002, 0.0002, -0.0005, 0.0056, 0.0020, 0.0492, 0.0014, 0.0006, 0.0005, 0.0003, 0.0000, 0.0023, 0.0104, 0.0311, 0.0115, 0.0088, -0.0015, -0.0013, 0.0084, 0.0027, -0.0003, -0.0006, 0.0383, 0.0675, 0.0040, 0.0033, 0.3649, 0.0480, 0.0099, -0.0013, 0.0108, 0.0007, 0.0195, 0.0478, 0.0227, -0.0010, 0.0192, -0.0018, 0.0177, 0.0056, 0.0001, 0.0002, 0.0011, -0.0001, 0.0000, 0.0007, 0.0009, 0.0004, 0.0005, -0.0003, 0.0007, -0.0001, 0.0023, 0.0013, -0.0004, 0.0013, -0.0005, 0.0011]
}

[3]
{
  "formula": "C41H60BClCrN4O4Se",
  "method": "the ωB97M-V functional and the def2-TZVPD basis",
  "homo_energy_ev": [-4.13, -4.15],
  "orbital_gap_ev": [6.0664, 6.0638],
  "e_lumo_ev": [1.936, 1.917],
  "multiplicity": 4,
  "charge": -1,
  "symbols": ["Cr", "C", "C", "C", "C", "C", "C", "C", "Se", "C", "C", "C", "C", "C", "C", "O", "C", "C", "C", "C", "C", "C", "C", "C", "C", "O", "C", "C", "C", "C", "C", "C", "H", "H", "H", "H", "H", "H", "H", "H", "H", "H", "H", "H", "H", "H", "H", "H", "H", "H", "H", "H", "H", "H", "H", "H", "H", "H", "H", "H", "H", "H", "H", "H", "H", "H", "H", "H", "H", "H", "H", "H", "B", "C", "N", "H", "H", "H", "C", "N", "C", "C", "N", "N", "C", "C", "H", "H", "H", "H", "H", "H", "H", "H", "H", "H", "H", "H", "H", "Cl", "C", "C", "C", "C", "C", "C", "C", "O", "O", "H", "H", "H", "H"],
  "coordinates": [[-0.924, -0.179, 1.498], [0.630, 0.969, -5.829], [-0.254, 2.101, -5.218], [0.655, 3.343, -5.090], [-1.498, 2.361, -6.107], [-0.749, 1.754, -3.803], [-0.692, 0.431, -3.415], [-1.255, -0.006, -2.248], [-1.414, -1.904, -1.831], [0.473, -2.136, -1.649], [1.004, -3.039, -2.542], [2.399, -3.172, -2.628], [3.192, -2.567, -1.586], [2.686, -1.813, -0.579], [1.281, -1.531, -0.604], [0.708, -0.765, 0.273], [3.558, -1.382, 0.584], [2.974, -2.032, 1.859], [4.983, -1.961, 0.444], [3.713, 0.149, 0.637], [2.997, -4.042, -3.797], [2.380, -5.418, -3.597], [2.505, -3.366, -5.157], [4.515, -4.129, -3.716], [-1.860, 0.950, -1.300], [-1.996, 0.540, -0.083], [-2.209, 2.195, -1.932], [-1.431, 2.639, -3.005], [-3.474, 2.917, -1.561], [-3.147, 4.440, -1.425], [-4.432, 2.706, -2.782], [-4.167, 2.421, -0.251], [1.068, 1.335, -6.808], [-0.025, 0.064, -6.084], [1.491, 0.666, -5.179], [0.941, 3.695, -6.092], [1.520, 3.105, -4.496], [-0.002, 4.111, -4.618], [-1.224, 2.352, -7.184], [-2.048, 3.375, -5.905], [-2.234, 1.500, -5.922], [-0.083, -0.309, -3.998], [0.365, -3.523, -3.285], [4.252, -2.633, -1.673], [2.949, -3.121, 1.736], [1.960, -1.636, 2.068], [3.559, -1.792, 2.802], [4.893, -3.051, 0.383], [5.602, -1.695, 1.351], [5.520, -1.488, -0.392], [2.762, 0.700, 0.551], [4.329, 0.421, -0.230], [4.262, 0.531, 1.517], [1.301, -5.426, -3.492], [2.717, -5.792, -2.593], [2.614, -6.232, -4.331], [1.396, -3.354, -5.152], [2.805, -4.045, -5.983], [2.997, -2.372, -5.251], [4.915, -4.503, -2.770], [4.917, -3.128, -3.900], [4.821, -4.838, -4.491], [-1.477, 3.642, -3.377], [-2.890, 4.860, -2.453], [-2.322, 4.635, -0.718], [-4.125, 4.914, -1.045], [-4.012, 3.220, -3.716], [-5.474, 3.068, -2.684], [-4.571, 1.618, -3.026], [-3.626, 2.600, 0.691], [-4.455, 1.403, -0.264], [-5.152, 2.960, -0.158], [-2.677, -4.481, 2.219], [-2.311, -3.092, 1.640], [-1.832, -2.055, 1.332], [-1.848, -5.377, 2.081], [-2.960, -4.241, 3.382], [-3.742, -4.848, 1.799], [-1.260, 3.145, 4.746], [-0.862, 3.155, 3.310], [-1.994, 3.371, 2.392], [0.179, 2.356, 2.956], [0.166, 1.583, 1.848], [1.246, 2.364, 3.863], [1.719, 3.662, 4.340], [2.227, 1.333, 3.944], [-2.168, 3.688, 4.935], [-0.505, 3.646, 5.366], [-1.310, 2.104, 5.082], [-2.776, 2.642, 2.622], [-1.625, 3.335, 1.350], [-2.379, 4.390, 2.660], [1.080, 1.306, 1.527], [0.887, 4.385, 4.324], [2.456, 4.100, 3.639], [2.200, 3.466, 5.297], [3.204, 1.548, 3.468], [1.940, 0.343, 3.491], [2.454, 1.235, 5.008], [-3.155, -2.858, 9.116], [-2.698, -2.163, 7.605], [-3.639, -1.328, 6.964], [-3.256, -0.712, 5.790], [-2.007, -0.920, 5.193], [-1.119, -1.797, 5.913], [-1.422, -2.386, 7.090], [-1.518, -0.501, 3.826], [-0.355, -0.779, 3.392], [-2.393, 0.125, 3.077], [-4.551, -1.073, 7.532], [-3.947, -0.085, 5.304], [-0.097, -1.858, 5.520], [-0.739, -3.045, 7.660]],
  "lowdin_spin": [2.9193, 0.0000, 0.0000, 0.0000, 0.0000, 0.0003, 0.0008, 0.0028, 0.0001, 0.0050, -0.0003, 0.0048, -0.0010, 0.0024, -0.0014, 0.0226, 0.0005, -0.0002, 0.0000, 0.0006, 0.0005, 0.0002, 0.0003, 0.0000, 0.0034, 0.0286, -0.0012, -0.0006, 0.0000, -0.0001, -0.0001, -0.0002, 0.0000, 0.0000, 0.0000, 0.0000, 0.0000, 0.0000, 0.0000, 0.0000, 0.0000, 0.0001, -0.0001, -0.0002, 0.0000, -0.0003, 0.0000, 0.0000, 0.0000, 0.0000, 0.0002, 0.0000, 0.0000, 0.0000, 0.0000, 0.0001, 0.0000, 0.0000, 0.0000, 0.0000, 0.0000, 0.0000, -0.0001, 0.0000, 0.0000, 0.0000, 0.0000, 0.0000, 0.0000, -0.0001, -0.0001, 0.0000, 0.0045, 0.0206, -0.0189, 0.0012, 0.0014, 0.0014, 0.0005, 0.0020, 0.0004, 0.0060, -0.0052, -0.0011, 0.0004, 0.0001, 0.0000, 0.0000, 0.0000, 0.0001, 0.0000, 0.0001, 0.0020, 0.0000, 0.0000, -0.0001, 0.0000, 0.0000, 0.0000, 0.0005, 0.0015, -0.0003, 0.0010, -0.0013, 0.0010, -0.0002, 0.0096, -0.0034, -0.0105, 0.0000, 0.0000, 0.0000, 0.0000]
}

| no. | electronic energy (a.u.) |
| --- | --- |
| 1 | -243.66771 |
| 2 | -8159.10118 |
| 3 | -6049.30739 |